Record 1
Here is C4H8N2O2 as an isolated structure from OMol25. Energies are from the ωB97M-V functional and the def2-TZVPD basis.

Structure (XYZ):
```
16
Properties=species:S:1:pos:R:3:forces:R:3:mulliken_charge:R:1
C -1.939 -0.595 -0.729 0.14 -0.11 0.07 -0.9237
C 1.669 0.610 0.452 -0.27 0.93 -0.02 -1.3445
N -0.643 -0.108 -0.264 -0.05 -0.48 0.14 0.0967
C 0.471 -0.982 0.186 -1.05 -0.96 -0.61 0.5270
C -0.227 1.110 -0.222 1.29 -0.08 0.64 0.5570
O 0.133 -1.433 1.463 0.44 0.44 -0.47 -0.5014
N -0.527 2.293 -0.276 -0.08 -0.23 -0.28 -0.5801
O 1.027 -1.715 -0.625 -0.21 0.56 0.58 -0.6219
H 0.626 -2.258 1.573 0.01 0.09 -0.01 0.3590
H 0.083 3.003 -0.659 0.00 -0.10 0.17 0.2883
H -2.495 0.222 -1.185 0.11 -0.06 -0.02 0.3638
H -1.749 -1.394 -1.446 -0.13 0.08 -0.04 0.3254
H -2.505 -0.990 0.116 0.02 0.02 -0.03 0.2928
H 2.377 -0.139 0.807 -0.27 -0.28 -0.08 0.3894
H 1.584 1.343 1.256 0.03 0.12 -0.09 0.4068
H 2.117 1.034 -0.448 0.03 0.07 0.07 0.3652
```
Positions in Å, forces in eV/Å.

For the HOMO energy, the calculation gives -8.8506 eV. For the molecular weight, the calculation gives 116.120 g/mol. The frontier orbital gap comes out at 9.11 eV.



Record 2
Here is a single C4H8N2O2 molecule from OMol25. Energies are from the ωB97M-V functional and the def2-TZVPD basis.

Structure (XYZ):
```
16
Properties=species:S:1:pos:R:3:forces:R:3:mulliken_charge:R:1
C 0.514 -1.759 0.441 -0.06 0.29 0.71 -0.8648
C 1.145 1.839 -0.651 -0.50 0.48 -0.08 -0.7326
N -0.572 -1.050 -0.201 -1.76 0.77 -1.31 0.2494
C -1.060 0.249 -0.042 0.13 -2.94 1.90 0.4543
C -0.313 0.935 1.054 1.19 2.87 -2.52 -0.0518
O -1.528 -1.953 -0.734 0.29 0.35 -0.22 -0.4685
N 0.556 1.813 0.680 0.12 -1.16 2.35 -0.4536
O -2.125 0.659 -0.485 0.78 -0.59 -0.34 -0.6639
H -2.254 -1.359 -1.022 0.27 -0.10 0.16 0.3643
H -0.687 0.847 2.083 0.23 0.21 -0.35 0.3686
H 1.395 -1.117 0.522 -0.21 -0.01 -0.06 0.3208
H 0.206 -2.064 1.446 0.12 -0.05 0.05 0.3193
H 0.795 -2.669 -0.095 -0.28 0.35 -0.30 0.3084
H 1.607 0.883 -0.917 -0.20 0.03 -0.03 0.2439
H 0.401 2.136 -1.398 -0.01 -0.29 -0.11 0.3100
H 1.920 2.610 -0.681 -0.10 -0.20 0.16 0.2961
```
Positions in Å, forces in eV/Å.

For the HOMO energy, the calculation gives -9.1178 eV. For the molecular weight, the calculation gives 116.120 g/mol. Its SMILES is C/N=C\C(=O)N(C)O. The frontier orbital gap comes out at 9.91 eV.



Record 3
Here is C4H8N2O2 as an isolated structure from OMol25. Energies are from the ωB97M-V functional and the def2-TZVPD basis.

Structure (XYZ):
```
16
Properties=species:S:1:pos:R:3:forces:R:3:mulliken_charge:R:1
C 1.558 -0.757 0.503 5.96 -3.65 3.60 -0.5489
C 0.192 -0.584 0.510 -6.26 -0.25 -3.98 0.1935
C -1.824 0.490 0.107 -0.47 1.22 -1.57 -0.4730
C -0.421 0.792 0.367 3.78 1.18 7.26 0.4137
H 3.116 0.354 -0.257 -3.59 -2.54 -2.76 0.2964
H 1.462 0.682 -0.947 2.37 -3.29 0.23 0.4007
H 2.208 -0.273 1.424 -2.25 -1.09 -1.76 0.3031
H 1.814 -1.919 0.573 -0.59 2.22 0.11 0.2394
H -2.505 0.464 0.993 0.56 0.60 -0.88 0.2447
H -1.884 1.279 -0.677 -1.96 -0.38 0.28 0.2495
H -0.123 1.209 1.468 -2.02 -1.39 -1.62 0.2516
H 0.609 2.633 0.670 -1.03 -3.60 -5.16 0.4564
N 2.079 -0.307 -0.758 2.93 6.73 0.56 -0.7246
N -0.634 -1.455 -0.067 0.76 1.29 0.99 -0.4236
O -1.851 -0.797 -0.500 1.77 -0.61 1.08 -0.2245
O 0.370 1.829 -0.300 0.03 3.57 3.60 -0.6545
```
Positions in Å, forces in eV/Å.

For the HOMO energy, the calculation gives -9.2859 eV. For the molecular weight, the calculation gives 116.120 g/mol. The frontier orbital gap comes out at 8.53 eV.



Record 4
Here is a 2-piece molecular cluster, C4H8N2O2 overall from OMol25. Energies are from the ωB97M-V functional and the def2-TZVPD basis.

Structure (XYZ):
```
16
Properties=species:S:1:pos:R:3:forces:R:3:mulliken_charge:R:1
C -0.055 0.387 -0.194 -3.42 -1.21 5.10 1.0484
C 1.313 -0.072 0.212 4.01 3.13 -0.02 -0.5482
C -0.517 -0.497 -1.175 -5.22 -1.06 -3.76 -1.0017
C -1.010 -0.163 1.007 -2.92 -1.34 -1.70 -0.5658
H -0.689 2.132 0.710 0.97 0.38 -1.83 0.3585
H 0.372 2.064 -0.939 -3.66 1.17 2.70 0.4571
H 1.394 0.253 1.276 0.42 -0.98 -0.58 0.3218
H 2.182 0.788 -0.273 -2.08 -2.83 0.74 0.1710
H 1.888 -1.999 1.424 -0.94 1.33 -5.14 0.3601
H -0.948 0.132 -1.992 -0.35 -0.75 0.44 0.2776
H 0.047 -1.222 -1.650 1.67 -1.21 -0.33 0.3657
H -1.216 0.298 1.952 0.64 0.52 0.60 0.4823
N -0.637 1.825 -0.306 5.60 -1.89 -1.73 -0.5712
N -1.988 -0.972 0.653 3.45 1.05 -0.01 -0.2950
O 1.597 -1.507 -0.102 0.52 1.41 6.12 -0.6011
O -1.731 -1.446 -0.602 1.31 2.29 -0.60 -0.2595
```
Positions in Å, forces in eV/Å.

For the HOMO energy, the calculation gives -9.2281 eV. For the molecular weight, the calculation gives 116.120 g/mol. The frontier orbital gap comes out at 7.55 eV.



Record 5
Here is a 2-piece molecular cluster, C4H8N2O2 overall from OMol25. Energies are from the ωB97M-V functional and the def2-TZVPD basis.

Structure (XYZ):
```
16
Properties=species:S:1:pos:R:3:forces:R:3:mulliken_spin:R:1
C 0.887 1.532 0.806 2.26 -0.29 0.13 -0.0128
C -1.685 -0.102 -0.504 2.60 -4.12 -2.37 0.0310
C 0.160 -1.335 0.915 1.41 1.04 -0.30 0.0220
C -0.187 -0.486 -0.248 -6.99 0.45 4.70 0.8143
N 0.810 -0.369 -1.068 5.87 0.42 -8.21 0.7984
N 2.042 1.233 0.962 -1.82 2.06 1.60 0.0240
O -0.175 1.966 0.769 -1.89 1.33 0.16 0.0285
O 0.728 0.533 -2.159 0.61 -1.69 2.30 0.2052
H -1.822 0.496 -1.384 0.02 0.17 -0.56 0.0012
H -2.245 0.311 0.247 -0.67 1.15 2.43 0.0287
H -2.119 -1.131 -0.681 -0.35 1.04 -0.23 0.0218
H -0.655 -1.902 1.221 -1.60 -0.93 0.79 -0.0042
H 0.442 -0.611 1.656 0.07 -0.19 1.34 0.0329
H 1.027 -2.010 0.821 -0.32 0.33 -0.52 0.0133
H 0.156 1.237 -1.872 -0.83 1.14 0.23 -0.0005
H 2.636 0.638 0.519 1.63 -1.92 -1.50 -0.0038
```
Positions in Å, forces in eV/Å.

Its spin multiplicity is 3. As for the expectation value of S²: 2.01. For the HOMO energy (alpha / beta), the calculation gives -5.5557 / -10.6334 eV. For the molecular weight, the calculation gives 116.120 g/mol. The frontier orbital gap (alpha / beta) comes out at 6.32 / 8.44 eV.



Record 6
Here is a 2-piece molecular cluster, C4H8N2O2 overall from OMol25. Energies are from the ωB97M-V functional and the def2-TZVPD basis.

Structure (XYZ):
```
16
Properties=species:S:1:pos:R:3:forces:R:3:mulliken_spin:R:1
C 0.407 -1.611 0.091 0.18 0.15 0.04 -0.0033
C 1.217 -2.653 0.142 -0.14 0.07 0.08 0.0005
C -1.370 -0.406 1.188 0.83 -0.44 -0.08 -0.0094
N -0.535 -1.376 1.135 -0.05 -0.16 0.28 0.0017
H 0.405 -0.860 -0.682 -0.12 -0.04 -0.14 0.0049
H 1.211 -3.342 0.979 -0.01 -0.08 -0.07 0.0000
H 1.911 -2.835 -0.664 0.06 0.00 0.04 0.0000
H -2.063 -0.356 2.016 -0.02 0.11 -0.02 -0.0002
H -1.239 0.328 0.401 -0.84 -0.10 0.14 -0.0088
H -0.494 -2.061 1.887 -0.26 -0.02 0.00 0.0001
N 0.170 3.264 -1.284 0.24 -0.83 -0.07 -0.0082
C -0.126 2.033 -0.788 0.61 2.27 -1.26 -0.0741
O -0.974 1.295 -1.320 0.46 -0.63 1.12 0.3811
O 0.498 1.628 0.262 -0.66 -0.72 -0.32 0.7100
H 1.121 3.570 -1.122 -0.14 0.21 0.17 0.0025
H -0.138 3.383 -2.241 -0.14 0.20 0.08 0.0032
```
Positions in Å, forces in eV/Å.

Its spin multiplicity is 2. Its total charge is +1. As for the expectation value of S²: 0.76. For the HOMO energy (alpha / beta), the calculation gives -14.8589 / -14.8457 eV. For the molecular weight, the calculation gives 116.120 g/mol. The frontier orbital gap (alpha / beta) comes out at 9.93 / 7.46 eV.



Record 7
Here is C4H8N2O2S as an isolated structure from OMol25. Energies are from the ωB97M-V functional and the def2-TZVPD basis.

Structure (XYZ):
```
17
Properties=species:S:1:pos:R:3:forces:R:3:mulliken_charge:R:1
C -0.812 0.657 -0.247 4.29 2.28 1.30 0.1647
C 1.373 -0.328 -0.952 -1.33 -0.27 3.70 -1.0651
C -0.173 -0.389 -1.059 1.37 1.63 -2.81 0.7490
C -1.021 -1.539 -0.655 -0.25 -3.98 -1.48 -1.3622
N 0.535 1.560 0.631 -1.40 -3.46 -1.75 -0.1481
N 0.160 2.023 1.854 -1.39 -1.32 3.09 -0.5219
O -1.918 0.930 -0.075 -1.84 0.86 0.59 -0.4302
O 1.297 -0.784 1.779 -1.16 -1.31 1.39 -0.5298
S 1.747 0.280 0.928 0.12 1.85 -3.86 0.4515
H 1.873 -1.244 -1.126 0.24 -1.25 0.31 0.4544
H 1.889 0.355 -1.539 0.27 1.75 -1.30 0.4583
H -0.327 -0.095 -2.182 -0.34 -0.63 1.86 0.2746
H -0.690 -2.565 -1.112 -0.56 1.94 0.55 0.3255
H -2.054 -1.326 -0.967 0.41 -0.25 -0.12 0.3638
H -1.094 -1.746 0.396 0.42 0.29 0.65 0.3421
H -0.419 1.344 2.470 1.29 1.08 -1.50 0.2371
H -0.367 2.867 1.854 -0.14 0.79 -0.62 0.2362
```
Positions in Å, forces in eV/Å.

For the HOMO energy, the calculation gives -8.5454 eV. For the molecular weight, the calculation gives 148.187 g/mol. The frontier orbital gap comes out at 9.19 eV.



Record 8
Here is C4H8N2O2S as an isolated structure from OMol25. Energies are from the ωB97M-V functional and the def2-TZVPD basis.

Structure (XYZ):
```
17
Properties=species:S:1:pos:R:3:forces:R:3:mulliken_charge:R:1
C -1.711 -1.220 -0.806 1.09 -1.29 -0.37 -0.1940
C -0.279 -0.903 -0.521 -0.11 -0.35 0.81 0.2767
C 1.453 -1.689 0.828 -0.28 0.77 -2.39 -0.6315
C 0.273 2.681 -0.080 1.28 -0.42 2.77 -0.5586
N -2.577 -0.580 -0.186 -1.73 0.74 0.00 -0.3990
N -0.289 0.357 0.346 0.28 -0.15 -1.01 -0.2151
O 0.138 -2.046 0.212 1.48 1.59 1.11 -0.3863
O 0.285 1.339 -0.547 0.06 0.50 -0.56 -0.2182
S -1.957 0.693 0.684 0.11 -0.13 0.32 0.0571
H -1.903 -2.175 -1.297 -0.33 0.36 -0.22 0.3690
H 0.362 -0.794 -1.416 -0.15 0.57 0.49 0.3045
H 1.675 -2.419 1.595 -0.21 0.39 0.45 0.2795
H 1.454 -0.553 1.020 0.08 -2.18 0.64 0.3135
H 2.189 -1.834 0.003 -0.19 0.00 0.55 0.2605
H 0.604 3.278 -0.905 0.29 0.21 -0.42 0.2575
H 1.015 2.864 0.873 -1.72 -0.57 -2.23 0.2024
H -0.733 3.001 0.198 0.03 -0.01 0.06 0.2820
```
Positions in Å, forces in eV/Å.

For the HOMO energy, the calculation gives -8.6761 eV. For the molecular weight, the calculation gives 148.187 g/mol. The frontier orbital gap comes out at 9.52 eV.



ΔE to the lowest compared entry with this formula, charge and spin in eV, matching the order above: 4.6882, 4.1078, 9.1471, 10.7742, 2.6568, 0.8339, 3.5997, 4.5591
Energy in eV, matching the order above: -11349.4245, -11350.0049, -11344.9656, -11343.3386, -11346.1951, -11343.5500, -22184.7554, -22183.7959